Computed, not measured: C40H41AsClIN2O2PPd as an isolated structure, with ωB97M-V/def2-TZVPD.

Values from the calculation:
ΔE to the lowest compared entry with this formula, charge and spin (kJ/mol): 85.1
Electronic energy (eV): -143446.82355
LUMO (eV): -3.47
E_HOMO (eV): -10.7
Total charge: +1
Orbital gap (eV): 7.230

The geometry in XYZ format:
```
90
Properties=species:S:1:pos:R:3:mulliken_charge:R:1
H 3.012 1.793 -4.095 0.36
H -0.414 -1.943 5.669 0.40
H -1.855 3.132 -6.218 0.41
C -3.325 5.476 0.417 -0.81
C 4.303 -2.292 0.763 -0.38
O 0.698 -1.924 -2.566 -0.69
C -2.407 3.255 0.182 -0.77
H 1.862 0.741 -3.251 0.31
H -0.074 2.986 -2.326 0.41
H 1.631 -4.334 2.769 0.43
Cl -1.013 2.038 2.205 -0.24
C -0.900 2.778 -2.991 -0.72
C -3.110 4.337 -0.344 -0.25
Pd -0.519 0.506 0.527 -0.71
H 3.657 -0.808 -2.628 -0.28
C 3.880 -0.053 -3.388 0.08
H 2.214 -3.526 -1.589 0.51
H -6.642 0.600 0.928 0.43
H -2.912 -1.056 2.402 0.31
C -2.047 2.160 -2.492 0.45
H -4.012 1.413 -2.950 0.41
C 4.506 2.299 -1.751 -0.82
H 1.854 -1.903 2.731 -0.14
C -0.104 -2.915 5.301 -0.38
H 0.177 -3.374 0.617 0.24
H 3.738 -0.523 -4.362 0.42
H -1.107 -3.799 1.770 0.58
H 0.048 3.613 -4.720 0.46
C -3.526 -0.593 -1.020 -0.29
H -0.985 -3.973 6.942 0.41
I 6.062 -2.750 1.786 0.14
C -0.014 -5.303 5.566 -0.46
C -4.707 1.140 0.182 -0.68
H -3.005 6.439 2.308 0.40
N 3.135 1.837 -2.009 0.10
N 1.264 2.266 -0.457 -0.62
P -2.106 1.727 -0.745 1.41
C -0.423 -4.057 6.020 -0.67
H 2.054 0.194 0.521 0.19
C 3.773 -3.192 -0.155 -0.57
C -1.929 3.374 1.475 0.95
H 1.053 -0.888 3.933 0.68
C 1.042 -4.256 3.676 -0.14
H -4.551 -2.460 -1.217 0.44
H 4.533 2.749 -0.760 0.44
C -2.080 -1.257 3.077 -1.19
H -2.248 -2.191 3.610 0.47
C 0.627 -3.002 4.119 0.10
H -3.885 2.041 -5.333 0.43
C -2.134 4.488 2.262 -0.67
O -0.260 -0.655 -1.056 0.87
H 5.565 1.128 -4.038 0.35
H 6.010 -0.399 -3.296 0.41
H -0.260 -6.193 6.128 0.39
C -3.124 1.898 -3.336 -0.30
H -1.993 -0.441 3.793 0.39
C 0.942 -1.779 3.312 -0.45
C 2.499 -0.769 0.318 0.62
C -2.841 5.549 1.715 -0.52
H 5.331 0.438 -1.069 -0.05
C -3.051 2.249 -4.676 -0.73
C 2.620 -2.856 -0.843 -0.70
C -5.769 0.266 0.384 -0.71
C -5.712 -1.026 -0.116 -0.59
C -1.910 2.862 -5.171 -0.56
H -3.480 4.279 -1.360 0.50
C 3.674 -1.081 0.994 -1.15
H -3.869 6.310 -0.005 0.43
C 1.960 -1.647 -0.612 1.04
H 6.505 1.541 -1.782 0.38
C 0.741 -1.384 -1.480 -0.54
H -4.759 2.148 0.574 0.40
H 1.058 -6.366 4.042 0.41
H -6.542 -1.702 0.041 0.41
C 5.316 0.439 -3.223 -0.95
C 2.892 1.097 -3.258 -0.64
C 0.723 -5.400 4.394 -0.75
H -1.740 4.535 3.268 0.51
H 4.744 3.080 -2.481 0.34
As -0.468 -1.386 2.012 1.20
H 4.091 -0.377 1.703 0.59
C -3.586 0.713 -0.521 0.51
H -1.492 -2.871 0.288 0.28
H 4.264 -4.137 -0.343 0.54
C -0.755 -3.045 1.069 -1.23
C -0.838 3.129 -4.330 -0.69
C 2.161 2.069 -1.170 0.50
C 5.492 1.149 -1.884 -0.15
H -2.643 -0.924 -1.557 0.49
C -4.592 -1.454 -0.821 -0.75
```

---

Computed, not measured: C6H9O4Yb as an isolated structure, with ωB97M-V/def2-TZVPD.

Values from the calculation:
ΔE to the lowest compared entry with this formula, charge and spin (kJ/mol): 0.0
Multiplicity: 2
Electronic energy (eV): -46065.07539
LUMO (alpha / beta) (eV): -8.38 / -9.55
E_HOMO (alpha / beta) (eV): -16.5 / -16.3
Total charge: +2
Orbital gap (alpha / beta) (eV): 8.078 / 6.793

The geometry in XYZ format:
```
20
Properties=species:S:1:pos:R:3:mulliken_charge:R:1
Yb 4.610 -1.811 1.537 1.49
C -0.826 1.855 0.827 -0.37
H -0.666 2.853 0.402 0.36
C -1.717 -1.301 -0.683 -0.57
O 3.849 -0.316 -0.158 -0.69
H 0.420 0.054 0.553 0.62
O -0.684 -2.067 -1.280 -0.50
C -1.853 1.075 0.184 -0.30
H -2.629 0.687 0.854 0.33
H -1.170 0.533 -1.803 0.51
C 2.706 -0.034 0.316 0.98
C 0.535 0.890 -0.156 -0.91
C -1.386 0.164 -0.794 0.06
H -1.823 -1.580 0.380 0.39
O 2.311 -0.627 1.367 -0.73
H -0.651 1.607 1.880 0.32
H -2.683 -1.487 -1.185 0.37
O 1.972 0.847 -0.306 -0.31
H 0.428 1.634 -0.963 0.59
H -0.742 -2.975 -0.971 0.34
```

---

Computed, not measured: one molecule with the formula C20H30ClN3O3, with ωB97M-V/def2-TZVPD.

Values from the calculation:
ΔE to the lowest compared entry with this formula, charge and spin (kJ/mol): 2.3
Electronic energy (eV): -44364.18050
LUMO (eV): 0.39
E_HOMO (eV): -9.6
Orbital gap (eV): 9.954
SMILES string: CC[C@H](C)[C@@H](CC(=O)N[C@@]1(CO)CC[C@H](C)C1)NC(=O)c1cncc(Cl)c1

The geometry in XYZ format:
```
57
Properties=species:S:1:pos:R:3:mulliken_charge:R:1
H -0.225 -3.911 -2.084 0.36
H -0.676 -0.781 2.278 -0.07
H 0.071 0.825 -2.206 0.35
H 1.129 -3.390 -3.097 0.36
N -0.482 0.167 -1.681 0.05
C -1.325 0.653 -0.737 0.78
C 3.453 0.168 2.189 -1.35
H 3.870 0.695 1.332 0.46
C -0.218 -0.225 3.103 1.08
N -2.756 4.038 -0.082 -0.63
C -0.300 2.972 -0.872 -0.64
H 1.400 -1.724 3.191 0.49
C 1.886 -0.258 -0.433 0.35
H -2.249 -3.311 -4.744 0.31
H -1.847 5.890 -0.162 0.38
C 0.044 -3.373 -2.998 -1.56
H -3.668 -2.323 -4.432 0.41
O 4.071 -1.111 2.214 -0.56
H -2.057 -0.130 4.237 0.40
H -0.365 -3.930 -3.840 0.43
H -0.938 1.505 1.994 -0.06
C -0.472 4.331 -0.692 0.08
H 0.675 2.574 -1.132 0.41
C 1.479 -1.248 -1.510 -1.34
H 3.691 0.736 3.095 0.51
C -2.044 -1.955 -3.044 -0.12
H 1.977 -0.944 -2.432 0.34
H -0.282 1.894 3.571 0.47
C -0.515 -1.953 -2.959 0.35
C -1.395 2.149 -0.642 0.59
H -0.120 -1.395 -3.820 0.33
Cl 0.852 5.423 -0.929 -0.21
C 1.935 0.086 2.049 1.16
H -0.597 0.059 5.212 0.37
C -0.141 1.257 2.694 -0.45
H -3.448 2.094 -0.038 0.45
H 1.810 -2.256 -1.258 0.50
H 1.862 2.110 2.753 0.53
H -2.435 -2.644 -2.289 0.34
C -1.030 -0.476 4.362 -1.76
H -0.530 -1.686 -0.830 0.39
H 1.305 -1.605 0.944 0.44
N 1.588 -0.645 0.825 0.19
H 1.672 -0.263 4.151 0.21
H -2.418 -0.966 -2.773 0.07
C 1.266 1.472 2.095 -0.96
C -0.048 -1.223 -1.695 -0.53
O 2.360 0.834 -0.717 -0.69
H -2.242 -1.602 -5.173 0.33
C -2.594 2.729 -0.240 -0.48
O -1.996 -0.056 -0.006 -0.69
C -2.578 -2.321 -4.424 -1.40
C -1.709 4.825 -0.303 -0.25
C 1.251 -0.640 3.211 -1.51
H 3.848 -1.543 3.044 0.35
H 1.270 1.942 1.115 0.19
H -1.064 -1.538 4.613 0.42
```

---

Computed, not measured: C20H43N2OP3ReS as an isolated structure, with ωB97M-V/def2-TZVPD.

Values from the calculation:
ΔE to the lowest compared entry with this formula, charge and spin (kJ/mol): 145.7
Multiplicity: 4
Electronic energy (eV): -67255.06805
LUMO (alpha / beta) (eV): -14.10 / -15.16
E_HOMO (alpha / beta) (eV): -20.6 / -20.7
Total charge: +4
Orbital gap (alpha / beta) (eV): 6.552 / 5.501

The geometry in XYZ format:
```
71
Properties=species:S:1:pos:R:3:mulliken_charge:R:1
S -1.921 -0.036 1.519 -0.29
Re 0.081 -0.110 0.115 0.51
H -2.506 1.755 -2.364 0.39
H 1.013 3.152 -1.638 0.33
C 3.134 -0.025 1.980 -1.36
C 2.863 -2.032 -0.905 -1.63
H 3.523 -2.250 -1.756 0.53
C 0.547 -2.022 1.405 -0.61
H -0.720 -0.962 -1.325 -0.11
H 3.481 -1.876 -0.012 0.35
C 3.235 0.693 -1.595 -1.44
O -1.764 -0.941 -1.696 -0.18
C -2.559 1.835 -1.272 -1.27
H -2.266 -1.661 5.830 0.35
H 0.110 -1.879 2.401 0.10
H -0.733 0.865 5.924 0.29
P -0.844 1.918 -0.606 1.32
P 1.872 -0.529 -1.331 1.10
C -1.625 0.385 5.496 -0.51
H -2.010 1.809 3.860 0.27
C -3.275 -1.351 -5.006 -0.53
H 0.212 2.070 -2.807 0.40
H -0.287 3.206 1.438 0.18
H 1.037 0.525 3.872 0.37
H -3.665 -0.126 -3.264 0.55
H 2.210 -2.895 -0.733 0.41
N -1.839 0.844 4.125 0.06
H 2.876 -1.046 2.275 0.34
C 2.358 2.533 1.055 -1.39
H -0.572 3.598 -2.324 0.56
H -3.104 0.962 -0.894 0.36
H -0.997 -3.862 -5.149 0.48
H -1.368 -2.593 0.534 0.31
H 1.954 2.031 3.667 0.74
P 1.617 0.920 1.538 0.72
H 3.865 -0.063 1.167 0.41
C 1.534 -0.847 -3.102 -1.03
H -0.659 -3.156 -2.787 0.37
H 3.013 2.868 1.869 0.55
H 1.430 0.094 -3.653 0.44
H 0.086 -3.000 -0.510 0.42
H 0.222 1.996 3.267 0.32
H 0.620 -1.426 -3.248 0.02
H 1.595 3.297 0.899 0.38
H 3.856 0.348 -2.434 0.59
H 2.960 2.457 0.150 0.40
H -1.040 4.220 0.181 0.47
H 3.607 0.465 2.841 0.56
C -1.574 -3.033 -4.739 -0.36
C -2.532 -2.407 -5.548 -0.59
H 1.593 -2.332 1.422 0.55
C -3.052 -0.908 -3.707 -0.65
H -4.049 -0.867 -5.609 0.47
C -1.354 -2.614 -3.425 -0.31
H -2.702 -2.732 -6.578 0.48
C -1.061 3.232 0.664 -1.31
C -0.307 -2.416 0.327 -0.89
H -3.119 2.739 -0.997 0.56
H -2.487 0.629 6.128 0.38
H 2.826 1.676 -1.859 0.37
H -0.502 -1.469 5.743 0.32
H -2.034 3.095 1.149 0.44
C -1.731 -0.166 3.234 0.12
N -1.507 -1.313 3.900 -0.09
H -1.530 -2.215 3.446 0.34
C 1.150 1.415 3.242 -1.50
C 0.045 2.761 -1.971 -1.52
C -1.455 -1.118 5.336 -0.53
C -2.018 -1.474 -2.924 1.03
H 3.877 0.784 -0.713 0.47
H 2.369 -1.422 -3.520 0.61
```

---

Computed, not measured: an isolated ion of composition C8H11N2O3S and charge -1, with ωB97M-V/def2-TZVPD.

Values from the calculation:
ΔE to the lowest compared entry with this formula, charge and spin (kJ/mol): 160.2
Electronic energy (eV): -28429.42841
LUMO (alpha / beta) (eV): 3.22 / 3.22
E_HOMO (alpha / beta) (eV): -3.8 / -3.8
Total charge: -1
Orbital gap (alpha / beta) (eV): 6.986 / 6.985
SMILES string: CN=[S@](=O)([O-])[C@H]1C=C(O)C=C/C1=N\C

The geometry in XYZ format:
```
25
Properties=species:S:1:pos:R:3:mulliken_charge:R:1
C -2.334 0.962 1.550 -0.89
C -0.541 -0.215 0.389 0.39
H 0.634 1.695 2.898 0.25
C 0.460 0.566 1.125 -0.23
C -1.035 -1.795 -1.235 -1.35
H -3.240 1.026 2.123 0.38
H 1.483 0.091 1.250 0.48
H -1.643 -2.520 -0.655 0.35
H 2.449 -1.138 -1.319 0.21
S 0.904 1.673 -0.526 1.08
H -2.535 -0.488 -0.035 0.41
O -0.318 2.429 -0.805 -0.69
C -1.879 0.089 0.582 -0.50
O 2.034 2.457 -0.106 -0.70
H -0.435 -2.593 -1.858 0.19
H 3.341 0.557 -1.130 0.26
O -1.776 2.582 3.342 -0.59
C -0.032 1.345 2.158 -0.62
N -0.129 -1.103 -0.430 -0.30
N 1.275 0.658 -1.647 -0.31
C -1.360 1.605 2.337 0.89
H -0.988 2.765 3.935 0.29
H 2.849 -0.064 -2.664 0.29
H -1.410 -0.984 -1.921 0.51
C 2.447 -0.054 -1.602 -0.83
```

---

Computed, not measured: one molecule with the formula C2H2FN3, with ωB97M-V/def2-TZVPD.

Values from the calculation:
ΔE to the lowest compared entry with this formula, charge and spin (kJ/mol): 102.7
Electronic energy (eV): -9292.35162
LUMO (eV): 0.77
E_HOMO (eV): -9.9
Orbital gap (eV): 10.671
SMILES string: Fc1c[nH]nn1

The geometry in XYZ format:
```
8
Properties=species:S:1:pos:R:3:mulliken_charge:R:1
N -0.370 0.704 -0.696 0.25
H -0.612 1.214 -1.527 0.23
N -0.942 1.090 0.430 -0.53
N -0.573 0.314 1.325 -0.20
F 0.952 -1.368 1.575 -0.26
C 0.359 -0.442 -0.588 -0.22
H 1.011 -0.939 -1.306 0.37
C 0.174 -0.573 0.789 0.35
```

---

Computed, not measured: one molecule with the formula C3H7NOS2, with ωB97M-V/def2-TZVPD.

Values from the calculation:
ΔE to the lowest compared entry with this formula, charge and spin (kJ/mol): 257.3
Electronic energy (eV): -28430.57552
LUMO (eV): 0.02
E_HOMO (eV): -8.4
Orbital gap (eV): 8.438
SMILES string: N[C@H](C=O)CSS

The geometry in XYZ format:
```
14
Properties=species:S:1:pos:R:3:mulliken_charge:R:1
H -1.663 0.475 -1.385 0.29
O 0.874 -0.362 -3.024 -0.49
S -0.635 0.016 1.137 -0.11
H -1.220 -1.494 3.072 0.15
H -1.429 1.737 -0.433 0.29
C 0.355 1.227 -1.143 0.24
H 0.573 -1.008 -0.423 0.36
H 0.906 2.233 -0.882 0.25
C 0.843 0.847 -2.605 -0.17
H 0.751 1.601 -3.324 0.42
S 0.014 -1.466 2.577 -0.22
H 1.645 0.143 0.454 0.43
C 0.669 0.081 -0.065 -0.70
N -1.115 1.354 -1.347 -0.74
```

---

Computed, not measured: C46H70Br2O33 as an isolated structure, with ωB97M-V/def2-TZVPD.

Values from the calculation:
ΔE to the lowest compared entry with this formula, charge and spin (kJ/mol): 3520.4
Electronic energy (eV): -256454.66107
LUMO (eV): -0.35
E_HOMO (eV): -8.8
Orbital gap (eV): 8.494

The geometry in XYZ format:
```
151
Properties=species:S:1:pos:R:3:mulliken_charge:R:1
H 1.652 -3.876 -0.227 1.43
O -1.025 4.740 -0.172 -0.74
H -1.888 1.088 -1.262 1.50
H 0.627 -1.144 1.134 0.29
H -0.817 -0.059 -4.514 0.49
O -2.141 0.641 -3.618 -0.34
C -5.152 1.597 2.626 0.19
C 0.271 0.592 6.178 0.50
C 0.441 -0.501 0.275 -1.12
H -0.025 -4.187 1.665 0.06
H 3.912 1.688 0.118 -0.24
O -6.026 3.304 -2.249 -0.62
C -5.702 2.125 0.514 -0.41
H -1.260 3.378 4.582 0.64
C -4.238 1.692 0.553 -0.17
H -0.744 2.290 -1.718 0.24
H 2.842 -2.647 0.049 0.30
H -2.530 0.745 4.435 0.25
O -6.189 1.913 1.839 -0.38
C -1.125 2.765 3.690 -2.27
H -1.660 2.514 -0.199 0.15
C 2.103 -0.159 2.695 -0.66
O -4.290 2.891 -3.600 -0.43
H 3.666 -0.419 -2.630 1.19
H 4.406 -1.751 3.826 0.33
H 2.457 -2.796 -2.287 0.61
H 2.124 -1.036 -1.977 -3.30
C 1.902 -3.046 0.433 -0.27
C 4.265 -0.914 3.143 0.32
H -3.930 -2.147 2.625 0.51
C -0.196 -2.258 -5.692 0.11
H -2.441 -3.219 -3.294 0.57
H -2.553 0.522 2.158 -1.90
C 3.566 -0.317 -0.522 2.20
H 1.571 -0.968 -5.258 0.47
O -1.863 -0.702 -1.813 0.39
H 1.785 1.791 3.764 0.18
C -0.045 3.973 -0.011 0.54
C -2.480 -0.471 2.602 1.44
O -0.800 0.884 5.357 -0.63
C -0.306 1.557 4.172 1.24
H -1.359 -2.762 -1.358 -0.01
O -3.944 3.035 -1.431 -0.43
H -3.698 -1.295 -0.249 0.93
H 2.527 0.027 -6.132 0.44
H 3.825 0.197 4.991 0.36
O 0.988 -2.661 -5.300 -0.46
O 0.477 -1.966 3.754 -0.53
H -6.282 1.510 -0.175 0.39
H -2.927 0.045 -0.052 -0.70
H -3.763 -1.380 1.072 -0.68
C -2.882 2.756 -3.523 -0.22
H -4.223 0.382 -1.223 1.65
H -0.468 3.266 2.980 0.57
O 2.698 0.827 3.414 -0.19
O 0.984 -0.063 2.154 0.66
O 1.369 1.064 5.685 -0.38
C 1.483 -0.043 -5.828 -1.68
H -5.800 3.185 0.280 0.38
O -0.201 1.114 -2.944 -0.15
H 3.389 1.591 -1.510 0.85
C -2.362 -0.410 -3.034 0.02
H 2.588 -2.716 2.476 0.07
C -3.961 0.371 -0.165 -1.79
H -2.158 4.060 -1.891 0.82
O 4.584 -1.061 0.061 -0.40
C -0.555 -1.312 3.528 -0.15
H -3.250 -0.861 4.590 0.48
H 5.367 -0.061 1.508 0.29
H -2.392 3.526 -4.118 0.34
H -4.632 -0.416 0.178 1.58
C 4.035 1.093 -0.787 -2.67
O -4.014 1.401 1.925 0.31
H -4.062 -2.805 -2.450 0.36
O -3.139 -1.377 -3.520 -0.29
C 1.075 1.049 -2.580 -0.08
C 5.450 -0.933 2.157 -1.47
O 2.997 -6.449 3.272 -0.61
C 2.265 -2.471 -3.309 -1.60
O 5.610 -3.030 -0.456 -0.67
O -1.245 -1.129 2.329 0.11
H 2.333 -1.385 -3.370 0.95
C -4.850 3.057 -2.381 0.46
Br -0.998 1.529 1.704 1.39
H -2.577 1.799 -3.946 0.19
C -3.038 -2.526 -2.701 -1.17
H 1.068 2.953 4.907 0.54
H 3.041 -2.881 -3.955 0.35
H -0.890 0.690 -0.665 1.15
H -3.717 -3.016 -0.291 0.67
H 3.128 4.943 0.048 0.49
H 6.339 -0.834 2.780 0.51
O -0.950 -1.934 -4.620 -0.76
H 4.760 1.033 3.781 0.41
H 1.334 1.738 1.269 -0.31
C -3.768 -1.183 2.144 -1.41
C -0.917 0.152 0.282 0.58
C 3.919 0.353 3.917 -0.83
H -1.062 1.650 -4.676 1.25
C -2.202 -2.096 -1.545 0.81
H 1.225 0.235 0.096 -0.09
O 0.220 -0.088 7.206 -0.65
H -0.008 -1.360 -2.903 -0.26
H -2.123 2.479 3.358 0.23
H -0.938 -2.950 -2.798 0.28
O -5.235 1.504 3.837 -0.58
H 0.882 -0.222 -6.720 0.26
O 1.839 0.884 -3.687 -0.31
C 1.062 1.058 -4.887 0.53
H 2.182 3.211 1.856 0.81
C 0.942 -2.975 -3.925 0.39
C 2.072 -3.489 1.907 0.87
C -1.710 2.163 -1.230 -0.59
C 0.704 -4.031 2.461 0.31
O 0.174 3.381 1.091 -0.63
Br 0.542 -1.712 -1.295 2.21
C -2.645 3.095 -2.031 -0.86
H 0.336 -3.209 3.074 0.16
H 3.705 4.064 -1.340 0.34
H 5.491 -1.905 1.665 0.35
C 1.079 1.911 4.586 -0.78
O 1.168 -5.109 3.202 -0.42
H 1.242 2.094 -5.172 0.45
H 2.109 2.225 -0.850 -1.12
H -4.665 -0.616 2.395 0.29
O 3.028 -1.124 2.436 0.08
O 3.846 -2.221 -1.648 -0.52
H -3.636 2.540 0.227 -0.31
H 0.820 -4.046 -3.768 0.44
H 4.032 3.333 0.210 0.50
C 3.201 -0.981 -1.820 0.97
O -1.192 -0.841 4.545 -0.23
H 1.021 -2.408 0.355 -1.51
O 2.903 -4.601 1.921 -0.60
H -2.421 -2.209 0.665 -0.47
C -0.315 -2.283 -3.395 0.87
C -3.040 -2.164 -0.232 -0.56
H -1.831 -0.438 0.351 1.09
C 1.486 2.807 1.120 0.39
H 2.708 -0.128 0.123 -0.58
C 4.733 -2.169 -0.650 0.10
H 5.056 1.170 -1.159 0.30
C 1.981 3.130 -0.255 0.91
C -2.454 -0.292 4.109 -1.27
H -0.325 0.763 3.426 -0.29
O 1.526 0.982 -1.411 0.25
C 3.306 3.937 -0.334 -1.90
O -0.581 -2.068 -6.831 -0.59
C -0.373 0.907 -4.273 -1.63
C 2.425 -5.446 2.873 0.37
O 0.932 3.801 -0.873 -0.38
```